Record 1
Computed, not measured: 2 unconnected molecules or ions with the total composition C4H13N3S at a distorted geometry, with wB97M-V/def2-TZVPD.

Each line ends with the Mulliken charge.
CARTESIAN COORDINATES (ANGSTROEM)
N 1.77841 -3.09473 -1.03628  -0.499
C 2.08491 -1.76659 -0.73514  0.597
N 2.22552 -0.94293 -1.86237  -0.593
N 2.08467 -1.30105 0.46512  -0.698
H 2.01236 -3.72094 -0.30685  0.237
H 2.29593 -3.37618 -1.84287  0.243
H 1.56076 -1.10103 -2.60048  0.254
H 2.21495 0.02443 -1.57866  0.287
H 2.00421 -2.03501 1.17870  0.190
C -1.53290 -0.56611 -0.25840  -1.094
C -1.39244 0.42841 0.85680  -0.360
S -1.88019 2.11485 0.29113  -0.112
C -1.19120 2.98166 1.80637  -0.744
H -1.51726 -1.55104 0.20353  0.332
H -0.67740 -0.56286 -0.99304  0.132
H -2.49886 -0.45918 -0.74949  0.426
H -0.37433 0.36451 1.19798  0.331
H -2.08438 0.16311 1.68831  0.275
H -1.75571 2.65687 2.68173  0.246
H -0.16858 2.63013 1.87653  0.237
H -1.35898 4.03631 1.60350  0.313

The total charge is 0. As for the energy relative to the best compared isomer or geometry (same formula, charge and spin): 8.5 kcal per mole. The HOMO energy comes out at -8.325 eV. Its total energy is -722.65530 a.u. As for the multiplicity: 1. As for the SMILES: N=C(N)N.CCSC.

***

Record 2
Computed, not measured: 2 unconnected molecules or ions with the total composition C4H13N4 at a distorted geometry, with wB97M-V/def2-TZVPD.

Each line ends with the Mulliken spin population.
CARTESIAN COORDINATES (ANGSTROEM)
C 1.41338 1.52069 -1.23072  0.005
C 0.41006 1.31054 -2.10291  -0.001
N 0.00006 0.11650 -2.58074  0.000
N 1.52334 2.85128 -0.58656  0.000
H 1.92667 0.69914 -0.74827  -0.004
H -0.09736 2.18149 -2.51093  0.000
H -0.82566 0.15682 -3.15861  0.001
H 0.01196 -0.72457 -2.00750  0.001
H 2.41551 2.97287 -0.10266  0.000
H 0.77427 3.04416 0.08056  0.000
H 1.48301 3.56674 -1.31821  0.000
C -1.70511 -1.57733 2.80067  -0.001
N -1.22220 -1.37475 1.44563  0.431
C -0.14083 -1.94947 0.96443  -0.132
N 0.07352 -2.00212 -0.33622  0.686
H -2.54726 -2.27296 2.82269  0.026
H -0.88790 -1.89871 3.44089  0.003
H -2.03984 -0.61130 3.18543  0.019
H -1.84261 -0.89926 0.78654  -0.016
H 0.53720 -2.35869 1.71494  -0.001
H 0.73980 -2.75107 -0.55845  -0.017

The total charge is +2. As for the energy relative to the best compared isomer or geometry (same formula, charge and spin): 11.1 kcal per mole. The HOMO energy (spin up / spin down) comes out at -15.945 / -15.935 eV. Its total energy is -378.53268 a.u. As for the multiplicity: 2.

***

Record 3
Computed, not measured: 2 unconnected molecules or ions with the total composition C4H13N4O at a distorted geometry, with wB97M-V/def2-TZVPD.

Each line ends with the Mulliken charge.
CARTESIAN COORDINATES (ANGSTROEM)
C 0.75856 -1.31290 2.69584  -0.951
C 1.47406 -1.80503 1.48870  0.653
O 1.40747 -1.20981 0.41105  -0.772
N 2.19181 -2.92638 1.60776  -0.392
H 0.98987 -1.63062 3.70683  0.354
H -0.32780 -1.37822 2.58930  0.297
H 2.59676 -3.39552 0.81369  0.241
H 2.11891 -3.49903 2.43092  0.209
H 0.82701 -0.22107 2.66246  0.286
C -2.31223 3.00620 -1.62137  -0.859
C -0.84335 0.98741 -1.23174  0.798
N -0.79930 -0.22317 -0.72292  -0.278
N -2.01545 1.58905 -1.49448  -0.237
N 0.25903 1.72483 -1.32386  -0.333
H -1.55780 -0.87779 -0.65979  0.211
H 0.07753 -0.53737 -0.28497  0.255
H -2.78911 1.00372 -1.22358  0.205
H 0.23176 2.66651 -1.66914  0.173
H 1.17159 1.33190 -1.15985  0.208
H -1.56420 3.78931 -1.53235  0.344
H -3.03426 3.30710 -0.85744  0.288
H -2.84251 3.09360 -2.56889  0.299

The total charge is +1. As for the energy relative to the best compared isomer or geometry (same formula, charge and spin): 14.5 kcal per mole. The HOMO energy comes out at -13.750 eV. Its total energy is -454.30459 a.u. As for the multiplicity: 1.

***

Record 4
Computed, not measured: 2 unconnected molecules or ions with the total composition C4H13N4OS at a distorted geometry, with wB97M-V/def2-TZVPD.

Each line ends with the Mulliken charge.
CARTESIAN COORDINATES (ANGSTROEM)
C 2.44983 -0.52899 0.07897  0.750
C -3.14201 -1.35736 0.50400  -0.985
C 0.88714 0.99969 -1.02713  -0.924
C -1.35852 0.66758 0.24838  -0.221
N 2.59682 -1.81143 0.46432  -0.377
N 3.33134 0.39730 0.50632  -0.379
N -2.13584 1.75988 0.06399  -0.419
N 1.44368 -0.23659 -0.72631  -0.053
O -0.68451 -1.75985 -0.39138  -0.704
S -1.80982 -0.83400 -0.65218  0.422
H -4.05618 -0.84872 0.21965  0.382
H -2.87606 -1.12421 1.52861  0.327
H -3.26041 -2.42996 0.38723  0.366
H 0.43522 1.06706 -1.99840  0.353
H 1.35353 1.88186 -0.62687  0.382
H -0.84069 0.55544 1.18661  0.496
H 3.32701 -2.07583 1.10164  0.205
H 1.84161 -2.45969 0.31005  0.206
H 4.16995 0.09561 0.97145  0.219
H 3.36984 1.28659 0.03701  0.209
H -2.57775 1.87899 -0.83364  0.209
H -1.90890 2.61633 0.54340  0.256
H 0.79834 -1.02089 -0.91866  0.281

The total charge is +1. As for the energy relative to the best compared isomer or geometry (same formula, charge and spin): 0.0 kcal per mole. The HOMO energy (spin up / spin down) comes out at -10.478 / -10.970 eV. Its total energy is -852.34675 a.u. As for the multiplicity: 1.

***

Record 5
Computed, not measured: a gas-phase ion, C4H13N8 (charge +1) at a distorted geometry, with wB97M-V/def2-TZVPD.

Each line ends with the Mulliken charge.
CARTESIAN COORDINATES (ANGSTROEM)
C -1.31749 -0.88356 -0.67440  0.583
C 0.63558 0.18043 -1.63879  0.276
C -0.24740 0.84557 0.75833  -0.019
C 1.81827 -0.36823 -2.38455  -1.477
N -2.98336 -1.95282 0.30422  -0.444
N -2.18002 -1.91340 -0.63786  -0.166
N -0.46040 -0.76860 -1.67831  -0.070
N 0.94465 0.39197 0.06929  -0.158
N -1.39807 0.05691 0.31552  -0.161
N 2.06596 1.15688 0.41465  -0.718
N -0.81493 0.77539 3.08914  -0.689
N 0.18114 0.62780 2.11072  -0.076
H 0.29847 1.17125 -1.82804  0.338
H -0.46482 1.85180 0.60624  0.515
H 1.90728 -1.35234 -2.05507  0.420
H 2.65634 0.29036 -2.32277  0.459
H 1.46443 -0.47633 -3.45768  0.366
H -3.59174 -2.79909 0.42375  0.284
H -0.60880 -1.31949 -2.41414  0.190
H -2.02392 -0.07986 1.06024  0.394
H 1.97534 2.10898 0.33390  0.186
H 2.94134 0.78683 -0.02248  0.243
H -0.74157 0.14037 3.80925  0.205
H -0.79944 1.75239 3.52524  0.233
H 0.74319 -0.22322 2.29361  0.286

The total charge is +1. As for the energy relative to the best compared isomer or geometry (same formula, charge and spin): 12.4 kcal per mole. The HOMO energy comes out at -11.558 eV. Its total energy is -597.85093 a.u. As for the multiplicity: 1. As for the SMILES: [H]/N=N/C1=[NH+][C@@H](NN)N(N)[C@@H](C)N1.

***

Record 6
Computed, not measured: 2 unconnected molecules or ions with the total composition C4H13NO at a distorted geometry, with wB97M-V/def2-TZVPD.

Each line ends with the Mulliken spin population.
CARTESIAN COORDINATES (ANGSTROEM)
C 0.31136 1.34318 0.46306  1.006
C 0.62283 0.41750 -0.69301  -1.198
C 1.05491 -0.96513 -0.21322  0.760
C -0.57420 0.33158 -1.66422  1.596
N 1.54152 1.80448 1.10828  -0.054
H -0.35453 0.80154 1.14571  -0.274
H -0.26463 2.20819 0.13116  -0.030
H 1.39106 0.93188 -1.25757  -0.181
H 0.33390 -1.72901 -0.47864  -0.199
H 1.22238 -1.01065 0.86742  0.004
H 2.01764 -1.25285 -0.66205  -0.098
H -0.67668 1.22535 -2.29130  -0.146
H -0.53897 -0.57260 -2.25595  -0.244
H -1.53214 0.30488 -1.12886  -0.263
H 1.97014 1.06431 1.64654  0.014
H 1.39487 2.60413 1.71109  -0.059
H -2.68670 -1.55018 0.87723  -0.224
H -2.37411 -2.61802 -0.14834  -0.269
O -2.34588 -2.46421 0.81600  0.856

The total charge is -1. As for the energy relative to the best compared isomer or geometry (same formula, charge and spin): 1.4 kcal per mole. The HOMO energy (spin up / spin down) comes out at 1.097 / -6.162 eV. Its total energy is -290.14028 a.u. As for the multiplicity: 2.

***

Record 7
Computed, not measured: 2 unconnected molecules or ions with the total composition C4H13NO at a distorted geometry, with wB97M-V/def2-TZVPD.

Each line ends with the Mulliken spin population.
CARTESIAN COORDINATES (ANGSTROEM)
C 1.81424 -1.71115 1.64774  0.310
N 1.40760 -0.76663 0.58834  -0.131
C -1.01698 -0.58245 1.21135  0.300
C 0.31873 0.12503 0.94215  0.899
C 0.66383 1.05278 2.12353  0.262
H 2.29561 -1.19368 2.48105  -0.047
H 0.96925 -2.31561 1.96081  -0.028
H 2.55405 -2.35732 1.16374  -0.137
H 2.20997 -0.27117 0.23334  -0.106
H -1.14296 -0.86661 2.25970  0.024
H -1.93888 -0.06807 0.94851  -0.416
H -0.89136 -1.47563 0.58727  -0.014
H 0.16457 0.78346 0.07943  -0.172
H -0.01517 1.90671 2.22957  -0.206
H 0.62454 0.46495 3.04627  0.034
H 1.63372 1.56824 2.13652  -0.122
H -2.34752 1.70050 -4.81767  -0.439
H -2.28237 1.04484 -6.19706  -0.331
O -2.80383 1.67373 -5.67919  1.319

The total charge is -1. As for the energy relative to the best compared isomer or geometry (same formula, charge and spin): 12.8 kcal per mole. The HOMO energy (spin up / spin down) comes out at 1.324 / -5.781 eV. Its total energy is -290.12207 a.u. As for the multiplicity: 2.

***

Record 8
Computed, not measured: 2 unconnected molecules or ions with the total composition C4H13NO at a distorted geometry, with wB97M-V/def2-TZVPD.

Each line ends with the Mulliken charge.
CARTESIAN COORDINATES (ANGSTROEM)
C 1.42275 -1.42437 1.74595  -1.252
C 1.12989 -0.42023 0.65267  -0.270
N -0.25007 -0.64233 0.24818  -0.314
C -0.78957 0.23105 -0.80707  -0.137
C -1.80187 -0.57936 -1.67352  -1.232
H 0.83085 -1.25758 2.64306  0.311
H 2.44010 -1.22610 2.09116  0.384
H 1.47409 -2.43403 1.33601  0.345
H 1.15065 0.63527 1.03271  0.196
H 1.86602 -0.41829 -0.15441  0.348
H -0.48631 -1.60302 0.04989  0.199
H -1.37568 1.02831 -0.35197  0.101
H 0.09013 0.62320 -1.35809  0.346
H -2.19050 -1.40487 -1.06839  0.374
H -2.58297 0.10597 -2.00837  0.337
H -1.34383 -0.88762 -2.61270  0.256
H -0.30375 2.72837 -0.30443  0.340
H 0.84477 3.47585 0.25582  0.311
O -0.12471 3.46977 0.28349  -0.643

The total charge is 0. As for the energy relative to the best compared isomer or geometry (same formula, charge and spin): 21.2 kcal per mole. The HOMO energy comes out at -8.655 eV. Its total energy is -290.16316 a.u. As for the multiplicity: 1. As for the SMILES: CCNCC.O.